# 1
C11H15HgNO4Se2 | ωB97M-V/def2-TZVPD

Each line ends with the Löwdin spin population.
Cartesian coordinates (Å):
Hg -0.43 -0.04 -0.85  0.446
O -1.16 2.11 3.61  0.002
C -0.72 1.60 2.47  0.004
O -1.25 0.66 1.93  0.028
C 0.48 2.33 1.95  0.004
C 0.93 3.50 2.57  0.001
C 2.03 4.14 2.04  0.000
C 2.66 3.60 0.93  0.001
C 2.16 2.41 0.39  0.005
N 1.09 1.81 0.90  0.042
C 2.80 1.66 -0.75  0.010
O 3.80 2.24 -1.40  0.003
O 2.44 0.55 -1.05  0.057
H -1.94 1.64 3.95  0.000
H 0.42 3.87 3.44  0.000
H 2.40 5.05 2.49  0.000
H 3.53 4.10 0.54  0.000
H 3.99 3.14 -1.12  0.000
C -4.39 0.55 0.33  0.009
Se -3.77 -0.88 -0.83  0.187
C -3.13 -2.14 0.56  0.003
C -2.20 -3.19 -0.02  0.002
Se -0.35 -2.95 0.65  0.174
C 0.56 -4.16 -0.55  0.010
H -3.85 0.51 1.27  0.000
H -5.46 0.45 0.49  0.003
H -4.19 1.50 -0.17  0.000
H -4.02 -2.60 1.01  0.002
H -2.62 -1.52 1.30  0.000
H -2.14 -3.13 -1.11  0.000
H -2.50 -4.20 0.24  0.002
H 0.26 -3.97 -1.58  0.001
H 0.33 -5.19 -0.27  0.003
H 1.63 -3.98 -0.45  0.000

- ΔE to the lowest compared entry with this formula, charge and spin: 22.7 kJ/mol
- Spin multiplicity: 2
- HOMO (alpha / beta): -10.873 / -11.176 eV
- Kohn-Sham gap (alpha / beta): 0.27574 / 0.20825 Eh
- E_LUMO (alpha / beta): -3.370 / -5.509 eV
- Charge: +1
- Max |F|: 0.8 eV/Å

=====

# 2
C3H5NO2 | ωB97M-V/def2-TZVPD

Each line ends with the Löwdin charge.
Cartesian coordinates (Å):
C 0.73 0.84 1.55  -0.058
C 1.18 0.30 0.27  -0.245
N 1.62 -0.10 -0.71  0.151
H 0.25 0.05 2.14  0.091
H 0.02 1.65 1.39  0.091
H 1.62 1.20 2.06  0.087
O -1.32 -0.29 -0.10  0.019
C -1.47 -0.78 -1.19  -0.379
O -0.54 -1.03 -2.09  0.068
H -2.45 -1.08 -1.58  0.135
H 0.35 -0.76 -1.75  0.039

- ΔE to the lowest compared entry with this formula, charge and spin: 60.3 kJ/mol
- Spin multiplicity: 1
- HOMO: -10.531 eV
- SMILES: CC#N.O=CO
- Kohn-Sham gap: 0.41751 Eh
- E_LUMO: 0.830 eV
- Max |F|: 1.1 eV/Å

=====

# 3
C22H45BrO5Si4Y | ωB97M-V/def2-TZVPD

Each line ends with the Löwdin charge.
Cartesian coordinates (Å):
Y -0.08 -0.51 0.08  1.545
C -3.05 -0.07 -2.22  -0.052
O -2.32 0.41 -1.08  -0.271
C -2.35 1.83 -1.00  -0.167
C -1.19 2.41 -1.76  -0.152
O -0.04 1.88 -1.11  -0.252
C 1.20 2.50 -1.42  -0.154
C 2.17 1.91 -0.43  -0.167
O 2.24 0.49 -0.59  -0.284
C 3.16 0.09 -1.62  -0.043
H -4.09 0.27 -2.15  0.113
H -3.03 -1.15 -2.20  0.038
H -2.61 0.28 -3.15  0.104
H -2.28 2.09 0.06  0.129
H -3.30 2.22 -1.38  0.144
H -1.21 3.50 -1.69  0.147
H -1.20 2.13 -2.81  0.139
H 1.15 3.58 -1.29  0.147
H 1.48 2.28 -2.46  0.139
H 1.82 2.08 0.59  0.126
H 3.16 2.36 -0.54  0.145
H 4.11 0.60 -1.47  0.112
H 2.76 0.31 -2.61  0.103
H 3.31 -0.98 -1.52  0.047
C 3.36 -2.71 0.39  -0.226
Si 2.13 -3.72 -0.62  0.287
C 2.23 -3.19 -2.42  -0.232
C 2.58 -5.53 -0.53  -0.222
Si -0.04 -3.35 0.17  0.339
Si -1.69 -3.79 -1.39  0.281
C -1.32 -2.87 -3.00  -0.232
C -1.83 -5.61 -1.79  -0.220
C -3.34 -3.19 -0.70  -0.231
Si -0.49 -3.50 2.46  0.294
C -0.72 -5.29 2.94  -0.224
C -2.07 -2.54 2.81  -0.211
C 0.93 -2.73 3.40  -0.210
H 4.34 -2.68 -0.10  0.041
H 3.52 -3.16 1.38  0.028
H 3.04 -1.68 0.56  0.000
H 3.27 -3.12 -2.75  0.041
H 1.76 -2.22 -2.62  -0.001
H 1.73 -3.91 -3.07  0.029
H 3.58 -5.72 -0.92  0.036
H 1.86 -6.12 -1.10  0.026
H 2.55 -5.88 0.51  0.030
H -0.51 -3.36 -3.55  0.021
H -1.01 -1.83 -2.85  -0.005
H -2.19 -2.87 -3.66  0.042
H -0.91 -5.97 -2.24  0.026
H -2.65 -5.81 -2.49  0.036
H -2.02 -6.19 -0.88  0.031
H -3.30 -2.17 -0.31  0.005
H -3.66 -3.83 0.12  0.032
H -4.13 -3.23 -1.47  0.042
H -1.55 -5.74 2.39  0.026
H -0.93 -5.40 4.01  0.035
H 0.18 -5.87 2.72  0.027
H -2.93 -2.96 2.28  0.017
H -1.98 -1.48 2.54  0.002
H -2.29 -2.56 3.88  0.045
H 1.88 -3.21 3.16  0.020
H 0.77 -2.84 4.48  0.046
H 1.01 -1.66 3.21  0.002
Br -1.55 7.03 3.24  0.784
C -1.17 5.18 3.16  -0.688
C -0.80 4.62 1.95  -0.115
C -0.52 3.26 1.90  -0.039
C -0.62 2.47 3.04  -0.128
C -0.97 3.06 4.25  0.008
C -1.24 4.42 4.31  -0.094
C -0.35 1.00 3.04  -0.501
O -0.35 0.36 4.06  0.125
O -0.11 0.41 1.85  -0.275
H -0.74 5.24 1.07  0.099
H -0.22 2.81 0.97  0.073
H -1.03 2.44 5.13  0.129
H -1.51 4.88 5.26  0.111

- ΔE to the lowest compared entry with this formula, charge and spin: 0.0 kJ/mol
- Spin multiplicity: 1
- HOMO: -9.705 eV
- Kohn-Sham gap: 0.25869 Eh
- E_LUMO: -2.666 eV
- Charge: +1
- Max |F|: 1.4 eV/Å

=====

# 4
C19H15FNRhS4 | ωB97M-V/def2-TZVPD

Each line ends with the Löwdin charge.
Cartesian coordinates (Å):
Rh -0.09 0.03 -1.07  0.393
S -1.05 -2.20 -1.23  0.591
C -2.70 -2.00 -0.73  -0.687
C -3.49 -3.15 -0.57  -0.124
C -4.82 -3.07 -0.22  -0.084
C -5.43 -1.83 -0.06  -0.094
C -4.68 -0.68 -0.22  -0.122
C -3.33 -0.77 -0.53  -0.538
S -2.43 0.76 -0.65  0.969
C -2.26 1.18 1.12  -0.334
C -0.92 0.92 1.77  -0.308
C -0.60 1.63 2.91  -0.011
C 0.65 1.48 3.48  -0.030
C 1.55 0.62 2.87  -0.009
C 1.15 -0.07 1.73  -0.306
C 2.14 -1.00 1.08  -0.330
S 1.99 -1.21 -0.72  0.952
C 2.98 0.07 -1.47  -0.523
C 4.27 0.34 -1.05  -0.097
C 5.04 1.26 -1.74  -0.088
C 4.52 1.87 -2.88  -0.078
C 3.23 1.57 -3.30  -0.104
C 2.44 0.66 -2.61  -0.688
S 0.84 0.23 -3.22  0.597
N -0.07 0.05 1.22  0.055
H -3.02 -4.12 -0.72  0.099
H -5.40 -3.98 -0.09  0.105
H -6.48 -1.76 0.19  0.101
H -5.14 0.29 -0.11  0.106
H -3.05 0.63 1.64  0.097
H -2.47 2.24 1.19  0.088
H -1.32 2.32 3.34  0.121
H 0.93 2.04 4.36  0.115
H 2.55 0.50 3.25  0.119
H 2.01 -2.02 1.47  0.095
H 3.15 -0.68 1.30  0.077
H 4.69 -0.15 -0.18  0.100
H 6.04 1.50 -1.40  0.101
H 5.11 2.58 -3.43  0.104
H 2.81 2.05 -4.18  0.103
F 0.68 1.84 -0.54  -0.534

- ΔE to the lowest compared entry with this formula, charge and spin: 116.5 kJ/mol
- Spin multiplicity: 1
- HOMO (alpha / beta): -7.417 / -7.417 eV
- Kohn-Sham gap (alpha / beta): 0.24429 / 0.24432 Eh
- E_LUMO (alpha / beta): -0.770 / -0.769 eV
- Max |F|: 2.8 eV/Å

=====

# 5
C52H120N8O8 | ωB97M-V/def2-TZVPD

Each line ends with the Löwdin charge.
Cartesian coordinates (Å):
C 9.79 -2.44 -11.65  -0.033
C 11.35 -2.37 -11.49  -0.459
C 11.94 -3.68 -10.96  -0.052
C 11.86 -2.29 -12.98  -0.130
C 11.67 -0.83 -13.54  -0.152
C 12.44 0.15 -12.60  -0.144
C 11.91 0.17 -11.20  -0.531
C 12.88 0.97 -10.28  -0.021
C 10.55 0.85 -11.22  -0.039
N 11.80 -1.21 -10.68  -0.102
O 11.33 -1.33 -9.35  -0.010
H 9.20 -1.57 -11.93  0.067
H 9.47 -3.32 -12.21  0.080
H 9.42 -2.71 -10.65  0.073
H 13.00 -3.73 -10.71  0.082
H 11.48 -4.02 -10.03  0.073
H 11.81 -4.53 -11.64  0.082
H 12.89 -2.63 -13.06  0.111
H 11.21 -2.87 -13.64  0.107
H 12.14 -0.78 -14.52  0.102
H 10.61 -0.63 -13.66  0.097
H 12.54 1.17 -12.97  0.122
H 13.46 -0.22 -12.53  0.115
H 12.72 0.66 -9.25  0.066
H 12.81 2.06 -10.28  0.086
H 13.88 0.56 -10.40  0.080
H 10.62 1.86 -11.60  0.084
H 10.08 0.94 -10.24  0.088
H 9.85 0.34 -11.88  0.057
H 12.14 -1.47 -8.86  0.099
C 3.03 -0.16 -9.13  -0.059
C 2.78 -0.82 -7.79  -0.517
C 4.11 -1.56 -7.38  -0.021
C 2.54 0.28 -6.77  -0.131
C 1.82 -0.15 -5.45  -0.168
C 0.56 -0.90 -5.78  -0.162
C 0.79 -2.06 -6.79  -0.449
C 1.42 -3.32 -6.09  -0.017
C -0.68 -2.34 -7.25  -0.037
N 1.60 -1.66 -7.98  -0.140
O 1.84 -2.65 -8.90  0.003
H 3.58 -0.75 -9.86  0.082
H 3.63 0.75 -9.16  0.084
H 2.08 0.18 -9.55  0.088
H 4.32 -2.39 -8.06  0.074
H 4.08 -2.10 -6.44  0.060
H 4.95 -0.86 -7.44  0.084
H 3.45 0.77 -6.45  0.117
H 1.96 1.06 -7.26  0.114
H 1.66 0.66 -4.74  0.111
H 2.52 -0.83 -4.96  0.100
H -0.22 -0.18 -6.02  0.117
H 0.25 -1.41 -4.87  0.116
H 0.76 -3.63 -5.28  0.077
H 1.54 -4.23 -6.68  0.080
H 2.39 -2.99 -5.71  0.058
H -0.78 -2.98 -8.12  0.072
H -1.24 -2.72 -6.39  0.083
H -1.09 -1.38 -7.56  0.073
H 1.17 -2.42 -9.55  0.108
C 5.35 5.70 -17.26  -0.060
C 5.88 4.33 -17.72  -0.445
C 6.02 3.46 -16.39  -0.021
C 4.78 3.72 -18.66  -0.122
C 5.33 2.53 -19.51  -0.179
C 6.47 3.01 -20.40  -0.123
C 7.64 3.59 -19.49  -0.542
C 8.24 2.40 -18.85  -0.050
C 8.53 4.25 -20.49  -0.057
N 7.09 4.59 -18.59  -0.112
O 8.11 5.21 -17.88  -0.007
H 6.05 6.21 -16.60  0.080
H 5.11 6.28 -18.15  0.080
H 4.36 5.69 -16.81  0.085
H 6.58 2.53 -16.50  0.062
H 6.67 3.94 -15.66  0.072
H 5.03 3.31 -15.96  0.078
H 4.01 3.35 -17.99  0.105
H 4.25 4.49 -19.23  0.111
H 5.52 1.67 -18.86  0.097
H 4.54 2.07 -20.11  0.103
H 6.06 3.90 -20.89  0.115
H 6.72 2.27 -21.15  0.123
H 8.79 1.75 -19.54  0.092
H 7.53 1.70 -18.42  0.065
H 8.94 2.52 -18.03  0.090
H 8.78 3.63 -21.35  0.087
H 9.53 4.54 -20.18  0.082
H 8.05 5.14 -20.89  0.090
H 7.96 6.13 -18.12  0.104
C 16.77 -4.29 -20.21  -0.033
C 17.85 -3.31 -19.73  -0.491
C 17.31 -2.60 -18.46  -0.053
C 19.11 -4.04 -19.16  -0.144
C 20.09 -4.59 -20.23  -0.168
C 20.55 -3.39 -21.04  -0.154
C 19.43 -2.52 -21.63  -0.508
C 20.04 -1.18 -22.06  -0.041
C 18.89 -3.23 -22.89  -0.032
N 18.32 -2.27 -20.67  -0.085
O 17.29 -1.43 -21.23  -0.011
H 16.97 -4.68 -21.21  0.066
H 16.43 -5.08 -19.55  0.086
H 15.84 -3.75 -20.38  0.076
H 16.32 -2.24 -18.75  0.072
H 17.12 -3.26 -17.62  0.084
H 17.96 -1.78 -18.15  0.086
H 19.65 -3.53 -18.36  0.113
H 18.75 -4.93 -18.64  0.108
H 20.93 -5.11 -19.75  0.110
H 19.47 -5.32 -20.75  0.105
H 21.17 -3.76 -21.86  0.115
H 21.25 -2.78 -20.47  0.119
H 19.32 -0.65 -22.68  0.076
H 20.94 -1.32 -22.66  0.086
H 20.23 -0.55 -21.19  0.087
H 19.68 -3.25 -23.65  0.084
H 18.11 -2.59 -23.31  0.078
H 18.46 -4.20 -22.66  0.068
H 17.30 -0.63 -20.70  0.099
C 14.25 7.38 -17.00  -0.044
O 15.18 6.42 -17.61  -0.198
C 14.84 5.12 -17.45  -0.257
C 15.95 4.10 -17.87  -0.462
C 17.30 4.45 -17.27  -0.062
N 16.08 3.83 -19.25  0.045
H 14.36 7.24 -15.92  0.084
H 13.25 7.12 -17.33  0.084
H 14.52 8.42 -17.19  0.086
H 14.41 4.85 -16.48  0.122
H 13.98 5.02 -18.11  0.117
H 15.63 3.16 -17.42  0.121
H 17.44 5.53 -17.26  0.075
H 18.17 3.97 -17.70  0.081
H 17.17 4.14 -16.23  0.079
H 15.33 4.38 -19.65  0.067
H 16.93 4.34 -19.47  0.064
C 16.89 0.05 -1.95  -0.073
O 16.98 -0.54 -3.26  -0.224
C 15.90 -1.27 -3.77  -0.210
C 16.41 -2.02 -5.06  -0.373
C 16.92 -1.10 -6.19  -0.071
N 15.25 -2.78 -5.69  0.022
H 16.68 -0.75 -1.23  0.078
H 16.04 0.73 -1.94  0.084
H 17.87 0.48 -1.72  0.089
H 15.74 -2.02 -3.00  0.113
H 14.97 -0.72 -3.91  0.123
H 17.22 -2.70 -4.80  0.126
H 17.10 -1.64 -7.12  0.070
H 17.77 -0.50 -5.88  0.071
H 16.15 -0.34 -6.36  0.077
H 15.53 -2.91 -6.66  0.043
H 15.28 -3.68 -5.25  0.056
C 12.42 7.60 -9.00  -0.087
O 11.37 8.03 -8.10  -0.219
C 10.31 7.08 -7.81  -0.186
C 9.15 7.85 -7.20  -0.445
C 7.91 7.08 -7.00  -0.096
N 8.84 9.09 -7.99  0.044
H 13.12 6.93 -8.50  0.082
H 12.94 8.49 -9.36  0.081
H 11.96 7.19 -9.89  0.080
H 9.85 6.80 -8.76  0.115
H 10.69 6.20 -7.30  0.128
H 9.41 8.13 -6.18  0.136
H 8.07 6.26 -6.30  0.081
H 7.50 6.60 -7.89  0.080
H 7.11 7.66 -6.54  0.084
H 9.60 9.75 -8.10  0.060
H 8.59 8.88 -8.95  0.063
C 4.21 -8.73 -6.59  -0.075
O 4.84 -8.10 -5.44  -0.220
C 6.01 -7.41 -5.85  -0.191
C 6.86 -6.87 -4.59  -0.396
C 8.09 -6.04 -4.99  -0.088
N 7.29 -7.95 -3.67  0.025
H 4.21 -8.00 -7.41  0.085
H 3.27 -9.15 -6.22  0.088
H 4.87 -9.57 -6.80  0.081
H 6.66 -8.14 -6.34  0.119
H 5.79 -6.56 -6.49  0.118
H 6.26 -6.22 -3.96  0.122
H 8.69 -5.84 -4.10  0.065
H 7.88 -5.05 -5.39  0.071
H 8.92 -6.48 -5.53  0.072
H 7.02 -7.54 -2.79  0.064
H 6.75 -8.79 -3.77  0.060

- ΔE to the lowest compared entry with this formula, charge and spin: 412.0 kJ/mol
- Spin multiplicity: 1
- HOMO: -8.185 eV
- SMILES: CC1(C)CCCC(C)(C)N1O.CC1(C)CCCC(C)(C)N1O.CC1(C)CCCC(C)(C)N1O.CC1(C)CCCC(C)(C)N1O.COC[C@H](C)N.COC[C@H](C)N.COC[C@H](C)N.COC[C@H](C)N
- Kohn-Sham gap: 0.31133 Eh
- E_LUMO: 0.287 eV
- Max |F|: 3.6 eV/Å

=====

Among the records above, which one has the lowest ΔE to the lowest compared entry with this formula, charge and spin? C22H45BrO5Si4Y

=====

Which formula does entry 4 have? C19H15FNRhS4

=====

Please write out number 4 again, unchanged.
C19H15FNRhS4 | ωB97M-V/def2-TZVPD

Each line ends with the Löwdin charge.
Cartesian coordinates (Å):
Rh -0.09 0.03 -1.07  0.393
S -1.05 -2.20 -1.23  0.591
C -2.70 -2.00 -0.73  -0.687
C -3.49 -3.15 -0.57  -0.124
C -4.82 -3.07 -0.22  -0.084
C -5.43 -1.83 -0.06  -0.094
C -4.68 -0.68 -0.22  -0.122
C -3.33 -0.77 -0.53  -0.538
S -2.43 0.76 -0.65  0.969
C -2.26 1.18 1.12  -0.334
C -0.92 0.92 1.77  -0.308
C -0.60 1.63 2.91  -0.011
C 0.65 1.48 3.48  -0.030
C 1.55 0.62 2.87  -0.009
C 1.15 -0.07 1.73  -0.306
C 2.14 -1.00 1.08  -0.330
S 1.99 -1.21 -0.72  0.952
C 2.98 0.07 -1.47  -0.523
C 4.27 0.34 -1.05  -0.097
C 5.04 1.26 -1.74  -0.088
C 4.52 1.87 -2.88  -0.078
C 3.23 1.57 -3.30  -0.104
C 2.44 0.66 -2.61  -0.688
S 0.84 0.23 -3.22  0.597
N -0.07 0.05 1.22  0.055
H -3.02 -4.12 -0.72  0.099
H -5.40 -3.98 -0.09  0.105
H -6.48 -1.76 0.19  0.101
H -5.14 0.29 -0.11  0.106
H -3.05 0.63 1.64  0.097
H -2.47 2.24 1.19  0.088
H -1.32 2.32 3.34  0.121
H 0.93 2.04 4.36  0.115
H 2.55 0.50 3.25  0.119
H 2.01 -2.02 1.47  0.095
H 3.15 -0.68 1.30  0.077
H 4.69 -0.15 -0.18  0.100
H 6.04 1.50 -1.40  0.101
H 5.11 2.58 -3.43  0.104
H 2.81 2.05 -4.18  0.103
F 0.68 1.84 -0.54  -0.534

- ΔE to the lowest compared entry with this formula, charge and spin: 116.5 kJ/mol
- Spin multiplicity: 1
- HOMO (alpha / beta): -7.417 / -7.417 eV
- Kohn-Sham gap (alpha / beta): 0.24429 / 0.24432 Eh
- E_LUMO (alpha / beta): -0.770 / -0.769 eV
- Max |F|: 2.8 eV/Å

=====

max |F| of number 3 (C22H45BrO5Si4Y)? 1.4 eV/Å